Record 1
# C41H62AuN4SSb

A molecular structure, C41H62AuN4SSb (ωB97M-V/def2-TZVPD, OMol25).

## Properties
Total charge: -2
E_tot, eV: -70545.0591
Highest occupied orbital energy (alpha / beta), eV: -0.28 / -0.81
Orbital gap (alpha / beta), eV: 4.86 / 5.37
LUMO level (alpha / beta), eV: 4.579 / 4.569
Multiplicity: 3

Each line ends with the Löwdin charge.
Cartesian coordinates (Å):
Au: -0.030 -0.219 0.936  0.598
C: 2.267 -3.386 -0.509  -0.084
C: 1.157 -2.911 -1.448  -0.378
C: 1.504 -3.210 -2.907  -0.062
C: -0.163 -3.522 -1.030  -0.138
C: -0.292 -4.908 -1.062  -0.072
C: -1.416 -5.542 -0.559  -0.120
C: -2.421 -4.758 -0.013  -0.074
C: -2.342 -3.369 0.014  -0.141
C: -3.518 -2.622 0.614  -0.373
C: -4.173 -1.641 -0.356  -0.072
C: -3.153 -1.941 1.934  -0.082
C: -1.203 -2.712 -0.517  -0.209
N: -1.157 -1.315 -0.517  -0.138
C: -1.096 -0.712 -1.801  -0.305
C: -1.168 0.867 -1.760  -0.282
N: -1.343 1.420 -0.526  -0.021
C: -1.483 2.798 -0.470  -0.190
C: -2.706 3.401 -0.080  -0.145
C: -2.806 4.787 -0.015  -0.077
C: -1.728 5.615 -0.301  -0.125
C: -0.518 5.028 -0.639  -0.071
C: -0.377 3.647 -0.712  -0.133
C: 0.982 3.036 -0.986  -0.380
C: 1.472 3.361 -2.397  -0.064
C: 2.000 3.466 0.068  -0.073
C: -3.938 2.584 0.251  -0.373
C: -4.468 1.830 -0.971  -0.071
C: -3.727 1.646 1.441  -0.072
H: 3.234 -2.986 -0.825  0.035
H: 2.348 -4.477 -0.501  0.072
H: 2.069 -3.046 0.510  0.071
H: 1.077 -1.829 -1.334  0.075
H: 1.691 -4.279 -3.062  0.066
H: 2.402 -2.664 -3.208  0.065
H: 0.694 -2.905 -3.572  0.079
H: 0.520 -5.504 -1.468  0.096
H: -1.507 -6.622 -0.587  0.080
H: -3.311 -5.233 0.390  0.093
H: -4.264 -3.394 0.845  0.111
H: -3.481 -0.836 -0.593  0.043
H: -5.076 -1.213 0.091  0.067
H: -4.454 -2.143 -1.286  0.079
H: -2.386 -1.180 1.780  0.027
H: -2.764 -2.671 2.649  0.065
H: -4.030 -1.459 2.377  0.069
H: -1.711 -1.228 -2.554  0.134
H: -1.670 1.387 -2.590  0.132
H: -3.758 5.226 0.272  0.091
H: -1.826 6.693 -0.244  0.078
H: 0.345 5.659 -0.831  0.096
H: 0.868 1.953 -0.915  0.079
H: 1.641 4.437 -2.518  0.066
H: 0.747 3.040 -3.146  0.075
H: 2.414 2.844 -2.605  0.066
H: 2.099 4.556 0.115  0.066
H: 2.983 3.054 -0.164  0.033
H: 1.707 3.099 1.055  0.056
H: -4.707 3.310 0.545  0.112
H: -3.746 1.082 -1.294  0.048
H: -4.647 2.517 -1.802  0.074
H: -5.407 1.320 -0.733  0.066
H: -2.933 0.932 1.223  0.042
H: -4.648 1.099 1.665  0.066
H: -3.441 2.213 2.330  0.070
C: 4.479 -1.454 1.403  -0.353
Sb: 3.848 -0.069 -0.118  1.231
C: 5.290 -0.823 -1.557  -0.368
C: 5.233 1.445 0.572  -0.365
H: 5.553 -1.346 1.565  -0.007
H: 4.252 -2.476 1.099  -0.022
H: 3.927 -1.224 2.313  -0.040
H: 6.261 -0.943 -1.074  -0.013
H: 5.383 -0.119 -2.386  -0.016
H: 4.964 -1.783 -1.958  -0.024
H: 6.228 1.004 0.661  -0.014
H: 4.901 1.805 1.546  -0.004
H: 5.267 2.287 -0.117  -0.017
C: -0.313 2.357 4.435  -0.131
N: 0.243 1.151 5.017  -0.293
C: 1.440 1.443 5.794  -0.126
C: 0.442 0.108 4.063  -0.736
S: 1.437 0.430 2.647  0.447
N: 0.437 -1.173 4.663  -0.246
C: 0.773 -2.286 3.794  -0.151
C: -0.771 -1.471 5.419  -0.102
H: -0.602 3.042 5.239  0.071
H: -1.193 2.104 3.845  0.072
H: 0.396 2.867 3.769  0.057
H: 2.218 1.926 5.180  0.067
H: 1.843 0.511 6.192  0.072
H: 1.194 2.108 6.628  0.067
H: 1.723 -2.106 3.296  0.032
H: 0.015 -2.441 3.013  0.062
H: 0.844 -3.190 4.404  0.074
H: -1.056 -0.603 6.009  0.069
H: -0.586 -2.317 6.087  0.070
H: -1.607 -1.732 4.752  0.073
C: 0.053 0.070 -2.342  -0.090
C: 0.255 0.100 -3.794  -0.230
C: 1.567 0.141 -4.289  -0.065
C: 1.835 0.155 -5.646  -0.113
C: 0.794 0.146 -6.571  -0.138
C: -0.513 0.118 -6.105  -0.115
C: -0.780 0.090 -4.740  -0.049
H: 2.377 0.159 -3.567  0.095
H: 2.864 0.182 -5.989  0.088
H: 1.000 0.165 -7.635  0.079
H: -1.338 0.113 -6.810  0.087
H: -1.810 0.060 -4.402  0.097

Atoms 1-3, force components in eV/Å:
0.255 -0.576 0.071
-0.033 -0.006 -0.040
0.045 0.059 -0.052


Record 2
# C41H62BN9O

10 unconnected molecules or ions with the total composition C41H62BN9O at a distorted geometry (ωB97M-V/def2-TZVPD, OMol25).

## Properties
E_tot, eV: -59625.4912
Highest occupied orbital energy, eV: -6.58
Orbital gap, eV: 2.36
LUMO level, eV: -4.217
Multiplicity: 1
Relative energy (zero: lowest compared OMol25 entry of this formula, charge and spin), kJ/mol: 596.1

Each line ends with the Löwdin charge.
Cartesian coordinates (Å):
C: -4.147 3.742 2.580  0.044
C: -3.067 4.514 1.557  -0.402
C: -1.756 4.313 2.242  -0.165
C: -0.510 4.714 1.340  -0.141
C: -0.706 3.839 -0.007  -0.147
C: -1.972 3.887 -0.680  -0.479
N: -3.055 3.799 0.323  0.057
O: -4.166 3.227 -0.030  0.199
C: -2.052 2.754 -1.694  0.009
C: -2.087 5.242 -1.447  0.001
C: -3.538 6.024 1.329  0.072
H: -3.909 2.739 2.347  0.059
H: -5.155 3.782 2.119  0.092
H: -3.950 4.095 3.542  0.071
H: -1.394 3.112 2.490  0.166
H: -1.468 4.701 3.346  0.174
H: 0.457 4.779 1.891  0.118
H: -0.748 5.823 1.077  0.113
H: -0.352 2.894 0.456  0.118
H: 0.146 4.240 -0.666  0.137
H: -1.134 2.395 -2.175  0.110
H: -2.658 3.002 -2.485  0.069
H: -2.439 1.964 -1.242  0.024
H: -1.671 6.169 -0.990  0.089
H: -3.101 5.262 -2.087  0.146
H: -1.340 5.152 -2.396  0.138
H: -3.066 6.506 0.778  -0.069
H: -3.596 6.403 2.317  0.096
H: -4.660 6.169 1.237  0.137
B: -0.005 -0.286 0.252  -0.442
H: 0.177 -0.201 -1.124  -0.015
H: 1.056 0.486 0.663  -0.019
H: -1.203 -0.089 0.555  -0.054
H: 0.450 -1.424 0.741  -0.043
N: -0.132 -5.180 -2.174  -0.016
C: -0.066 -5.022 -0.825  -0.186
C: 0.194 -6.277 -0.066  -0.091
C: 0.371 -7.330 -1.141  -0.088
C: 0.220 -6.571 -2.526  -0.068
H: -0.179 -4.500 -2.937  0.056
H: -0.219 -3.985 -0.499  0.077
H: 0.178 -6.450 1.051  0.060
H: 0.757 -8.390 -0.905  0.078
H: 0.238 -6.835 -3.630  0.084
N: 2.726 4.014 -1.751  -0.072
C: 2.452 5.100 -2.425  -0.188
C: 1.549 4.729 -3.644  -0.069
C: 1.293 3.210 -3.538  -0.046
C: 2.103 2.888 -2.324  -0.130
H: 3.265 3.984 -0.766  0.224
H: 3.080 6.005 -2.026  0.130
H: 1.200 5.527 -4.379  0.077
H: 0.773 2.688 -4.265  0.049
H: 2.082 1.909 -1.902  0.067
N: 5.145 -2.430 3.763  -0.035
C: 4.150 -1.543 4.120  -0.067
C: 3.403 -1.313 2.825  -0.075
C: 4.204 -2.102 1.775  -0.012
C: 5.323 -2.759 2.445  -0.033
H: 5.826 -2.793 4.455  0.165
H: 3.926 -1.165 5.032  0.063
H: 2.556 -0.640 2.865  0.068
H: 3.976 -2.149 0.783  0.018
H: 6.013 -3.226 2.173  -0.010
N: 1.769 -3.362 2.886  -0.016
C: 0.413 -3.499 2.413  -0.024
C: 0.030 -4.948 2.970  -0.101
C: 1.137 -5.392 3.905  -0.082
C: 2.348 -4.395 3.777  -0.020
H: 2.254 -2.592 2.563  -0.021
H: -0.115 -2.897 1.763  0.004
H: -0.884 -5.425 2.838  0.029
H: 1.128 -6.452 4.403  0.090
H: 3.087 -4.170 4.366  -0.006
N: -3.283 -0.646 -1.445  -0.014
C: -4.576 -0.738 -1.026  -0.198
C: -5.438 -0.658 -2.113  -0.191
C: -4.728 -0.358 -3.312  -0.068
C: -3.288 -0.396 -2.761  -0.144
H: -2.358 -0.722 -0.972  0.099
H: -4.566 -0.844 0.193  0.155
H: -6.685 -0.807 -2.105  0.150
H: -5.092 -0.104 -4.390  0.109
H: -2.365 -0.364 -3.185  0.051
N: 0.933 -2.839 -3.841  -0.054
C: 0.806 -3.389 -5.190  -0.036
C: -0.744 -3.524 -5.407  -0.028
C: -1.344 -2.952 -4.093  -0.099
C: -0.212 -2.452 -3.250  -0.197
H: 1.871 -2.641 -3.259  0.115
H: 1.582 -3.582 -5.864  0.051
H: -1.195 -3.750 -6.322  0.031
H: -2.417 -3.046 -4.009  0.064
H: -0.358 -1.817 -2.241  0.107
N: 2.690 -1.508 -1.415  -0.032
C: 2.642 -2.862 -1.316  -0.131
C: 3.619 -3.405 -2.346  -0.088
C: 4.023 -2.357 -3.198  -0.020
C: 3.463 -1.054 -2.429  -0.045
H: 2.049 -0.920 -0.860  0.062
H: 1.857 -3.231 -0.516  0.132
H: 3.709 -4.424 -2.627  0.077
H: 4.527 -2.213 -3.983  -0.004
H: 3.409 -0.178 -2.846  0.019
N: 0.142 1.345 3.762  -0.031
C: -1.104 1.297 4.488  -0.062
C: -0.790 2.023 5.858  -0.037
C: 0.648 2.568 5.781  -0.010
C: 1.277 1.956 4.384  -0.018
H: 0.189 1.008 2.883  0.022
H: -1.977 0.694 4.144  0.099
H: -1.344 1.956 6.630  -0.027
H: 1.170 3.049 6.525  0.012
H: 2.252 1.914 4.111  0.032

Atoms 1-3, force components in eV/Å:
0.179 1.009 -4.771
-2.415 0.049 3.484
6.293 -2.396 2.602